ORCA calculation (ωB97M-V/def2-TZVPD) on a molecular structure, C19H26MnN6O2S5.

- Orbital gap (spin up / spin down): 7.44 / 7.69 eV
- Energy relative to the best compared isomer or geometry (same formula, charge and spin): 0.000 eV
- Spin multiplicity: 2
- Charge: +2
- E_HOMO (spin up / spin down): -0.524 / -0.523 Eh
- Max |F|: 0.4 eV/A

CARTESIAN COORDINATES (ANGSTROEM)
H1 1.23 4.99 0.47
C1 -3.43 0.60 3.79
N1 0.53 -1.25 4.06
N2 -0.26 -1.41 -1.21
H2 3.09 4.75 -1.96
C2 -0.28 -3.29 1.10
C3 2.90 4.87 -0.89
H3 0.96 1.89 1.99
H4 3.28 5.84 -0.59
H5 0.62 4.22 -2.83
C4 0.51 -3.36 -2.39
C5 1.54 2.29 -3.01
C6 -0.22 -1.47 -3.62
H6 -3.65 1.63 3.55
C7 0.89 -1.01 2.99
O1 -1.11 0.97 2.23
C8 0.56 2.54 -0.01
C9 0.97 2.80 1.41
H7 -0.36 -3.48 3.88
C10 -1.99 0.17 2.01
H8 2.56 2.69 -2.97
H9 -2.58 0.51 4.46
Mn1 -0.77 -0.24 0.56
H10 1.57 1.31 -2.53
S1 -1.66 -2.30 1.36
N3 0.24 -4.13 1.99
H11 2.33 -4.36 -0.51
H12 -1.28 -4.87 3.23
H13 -4.30 0.08 4.18
H14 -0.95 0.11 -2.43
H15 3.46 4.10 -0.35
C11 1.41 4.78 -0.58
C12 0.30 -2.76 -3.61
C13 -3.75 -0.81 -0.96
S2 1.32 -0.67 1.40
S3 -3.89 -2.47 -0.66
C14 1.55 -4.20 0.22
H16 1.98 -5.40 2.02
S4 -5.11 -1.20 -1.91
H17 0.38 -5.10 3.82
H18 0.29 3.52 1.87
N4 0.83 3.47 -0.92
C15 -0.30 -4.41 3.32
C16 1.39 -4.70 1.46
H19 0.86 -4.38 -2.32
H20 1.98 3.22 1.44
O2 -3.11 -0.11 2.52
C17 0.56 3.25 -2.35
C18 0.24 -2.66 -1.22
H21 0.86 5.53 -1.14
H22 -0.48 2.92 -2.47
C19 -0.49 -0.87 -2.41
H23 0.51 -3.29 -4.53
N5 -0.03 1.40 -0.35
S5 -2.83 0.49 -0.62
N6 0.49 -3.33 -0.01
H24 1.28 2.15 -4.06
H25 -0.43 -0.95 -4.54
H26 -0.21 1.40 -1.34


ORCA calculation (ωB97M-V/def2-TZVPD) on a molecular structure, C19H26N13O4PdS at a distorted geometry.

- Orbital gap (spin up / spin down): 6.78 / 6.78 eV
- Energy relative to the best compared isomer or geometry (same formula, charge and spin): 0.872 eV
- Spin multiplicity: 1
- Charge: -1
- E_HOMO (spin up / spin down): -0.180 / -0.180 Eh
- Max |F|: 1.8 eV/A

CARTESIAN COORDINATES (ANGSTROEM)
H1 -0.09 -2.50 3.06
H2 -4.70 -2.42 3.72
H3 0.21 4.09 -2.62
C1 -0.29 1.66 1.69
O1 -1.48 3.00 3.84
N1 4.72 -1.27 -2.75
H4 -0.82 2.50 1.26
H5 1.70 -1.10 4.24
C2 -0.22 -2.03 4.04
C3 -0.57 0.83 -2.89
H6 -2.50 -3.48 2.95
N2 4.00 -0.26 -2.34
O2 -2.12 -0.23 4.18
C4 0.04 3.09 -2.20
H7 1.88 -3.79 -2.50
C5 2.20 2.41 -3.11
C6 -2.26 1.81 -4.93
N3 3.95 -2.39 -2.83
H8 1.43 3.12 0.08
C7 -2.11 0.44 -4.72
H9 -2.91 2.18 -5.71
H10 2.25 4.14 -1.13
C8 2.77 -1.96 -2.44
H11 -2.17 -2.02 1.97
N4 0.50 0.15 3.08
N5 0.06 -1.46 -1.15
H12 -4.63 -2.60 1.96
H13 -4.36 -1.02 2.70
C9 0.60 -2.62 -1.50
H14 2.60 -1.35 2.21
H15 0.42 -0.29 5.13
H16 1.67 1.94 -3.93
C10 -0.74 2.21 -3.11
O3 -2.37 -2.37 5.45
C11 -1.56 2.70 -4.12
N6 1.34 2.41 -1.90
C12 -1.27 -0.04 -3.72
O4 -0.50 1.68 5.22
H17 1.26 -2.19 1.40
H18 3.10 1.84 -2.91
H19 0.00 -2.75 4.82
Pd1 0.78 0.42 -1.40
H20 2.98 2.60 -0.62
C13 -0.26 1.29 2.99
C14 -2.69 -2.41 2.85
H21 -0.48 3.20 -1.25
C15 -4.19 -2.09 2.82
N7 0.01 -3.63 -0.89
S1 -1.95 -1.67 4.26
N8 -0.83 2.02 4.11
N9 0.44 0.78 0.96
H22 2.44 3.45 -3.37
C16 0.90 -0.12 1.82
H23 2.24 -1.06 0.50
N10 2.72 -0.69 -2.15
H24 -1.66 3.77 -4.28
C17 0.66 -0.79 4.20
C18 1.80 -1.25 1.47
N11 1.64 -2.82 -2.39
C19 2.04 3.11 -0.82
H25 -1.16 -1.11 -3.58
N12 -0.90 -1.76 -0.24
H26 -2.65 -0.26 -5.35
N13 -0.93 -3.05 -0.11


ORCA calculation (ωB97M-V/def2-TZVPD) on a single C19H26N2 molecule at a distorted geometry.

- Orbital gap: 8.49 eV
- Energy relative to the best compared isomer or geometry (same formula, charge and spin): 0.915 eV
- Spin multiplicity: 1
- E_HOMO: -0.282 Eh
- Max |F|: 2.1 eV/A
- Structure (SMILES): Cc1[nH]c(C)c(-c2cccc3c2CC[C@H](N(C)C)C3)c1C

CARTESIAN COORDINATES (ANGSTROEM)
H1 1.85 2.97 3.12
H2 -2.78 -1.66 -3.17
H3 -1.53 -1.56 -1.16
H4 -1.62 0.19 -3.20
C1 2.37 1.60 -0.90
C2 3.64 -2.15 3.52
C3 -1.63 0.83 -2.33
H5 -5.94 -0.24 -1.73
H6 0.70 2.77 1.77
C4 2.92 -1.01 2.81
C5 -5.06 -0.07 -1.12
H7 2.13 0.23 4.40
H8 -3.88 -2.31 -2.01
C6 -1.92 -0.80 -0.48
H9 -2.84 1.09 -0.58
H10 3.80 -2.64 0.67
H11 3.40 1.75 -0.56
H12 2.45 -2.06 -0.34
C7 0.63 1.84 -2.61
H13 -2.62 -1.22 0.20
C8 1.53 0.79 -0.14
C9 3.30 -1.73 0.30
H14 2.56 2.62 -2.81
H15 -4.55 -1.51 -3.44
H16 -5.10 -0.79 -0.32
C10 2.00 0.37 1.20
H17 3.04 -2.44 4.40
N1 -3.84 -0.23 -1.90
C11 -3.75 -1.48 -2.68
N2 2.27 0.11 3.40
H18 4.03 -1.22 -0.32
H19 0.23 2.18 3.34
H20 4.57 -1.75 3.88
C12 -2.60 0.29 -1.26
C13 1.76 0.95 2.40
H21 -2.05 1.77 -2.68
C14 1.09 2.29 2.68
H22 0.27 2.21 -3.56
H23 3.78 -3.06 2.89
C15 0.19 0.56 -0.59
C16 -0.24 1.07 -1.84
H24 -5.13 0.95 -0.69
C17 -0.76 -0.22 0.31
H25 -0.22 -1.00 0.80
C18 1.89 2.11 -2.15
H26 -1.13 0.48 1.04
C19 2.78 -0.86 1.44


ORCA calculation (ωB97M-V/def2-TZVPD) on a single C19H26N2O5S molecule at a distorted geometry.

- Orbital gap: 9.55 eV
- Energy relative to the best compared isomer or geometry (same formula, charge and spin): 0.894 eV
- Spin multiplicity: 1
- E_HOMO: -0.334 Eh
- Max |F|: 1.1 eV/A
- Structure (SMILES): CN(C)S(=O)(=O)c1ccc(NC(=O)COC(=O)C[C@H]2C[C@@H]3CC[C@H]2C3)cc1

CARTESIAN COORDINATES (ANGSTROEM)
O1 -6.06 -1.02 -0.91
C1 -1.26 1.03 -0.75
H1 -5.97 -0.52 -3.22
C2 4.59 -0.21 2.08
C3 -3.60 0.71 -1.18
H2 -3.53 -3.69 -2.37
H3 -4.30 -0.39 -3.84
H4 4.52 -1.85 3.55
H5 -5.47 -1.49 -4.62
H6 3.38 2.14 3.03
O2 2.31 2.80 0.01
H7 3.97 -2.56 1.01
C4 3.42 0.61 1.49
H8 5.17 0.40 2.78
H9 -2.15 -2.22 -0.37
H10 1.27 0.45 2.00
H11 2.16 -1.31 0.15
C5 2.65 -0.64 3.38
H12 -0.16 -0.73 -0.21
H13 1.31 4.61 -0.10
H14 -2.60 2.61 -1.29
H15 0.71 1.35 -0.29
C6 -1.13 -0.33 -0.49
C7 -2.50 1.56 -1.09
H16 -2.78 -2.36 -3.30
C8 3.88 -1.35 2.82
N1 -4.81 -2.15 -2.77
H17 1.92 3.92 -1.63
H18 1.13 -1.96 1.44
H19 1.94 -1.32 3.84
C9 3.46 2.07 1.95
O3 1.67 3.69 1.97
H20 -4.57 1.10 -1.42
H21 5.26 -0.58 1.31
H22 -3.92 -3.48 -4.09
C10 -2.22 -1.17 -0.58
C11 1.44 3.68 -0.68
C12 0.04 3.14 -0.96
H23 2.89 0.16 4.07
C13 3.26 -2.29 1.78
S1 -4.85 -1.74 -1.14
C14 -5.15 -1.07 -3.66
H24 2.91 -3.21 2.26
N2 -0.11 1.83 -0.64
C15 2.18 -0.14 2.01
H25 3.45 0.60 0.39
C16 -3.45 -0.64 -0.93
O4 -0.81 3.85 -1.45
H26 4.41 2.51 1.64
O5 -4.60 -2.94 -0.40
C17 2.37 2.94 1.36
C18 2.08 -1.46 1.23
C19 -3.69 -2.96 -3.16


ORCA calculation (ωB97M-V/def2-TZVPD) on a molecular structure, C19H26N2Sn at a distorted geometry.

- Orbital gap: 6.48 eV
- Energy relative to the best compared isomer or geometry (same formula, charge and spin): 0.000 eV
- Spin multiplicity: 1
- Charge: +2
- E_HOMO: -0.568 Eh
- Max |F|: 4.9 eV/A

CARTESIAN COORDINATES (ANGSTROEM)
H1 3.65 -0.34 -3.40
C1 1.03 2.33 -2.64
N1 0.26 -1.46 -1.45
C2 -3.48 -0.51 -0.60
C3 1.27 0.64 3.75
H2 -1.68 3.11 -1.46
C4 -1.34 2.54 -0.58
H3 -2.05 2.63 0.25
C5 0.99 -3.64 -0.77
H4 -2.90 0.75 -2.48
C6 0.05 -2.61 -0.78
H5 -3.69 1.68 -1.12
C7 0.03 -1.53 3.98
C8 1.73 0.11 -2.54
H6 -0.34 2.85 -0.27
H7 -0.93 0.63 5.39
C9 2.20 -3.48 -1.44
H8 0.75 -4.56 -0.24
H9 -3.37 -1.47 -1.11
H10 -0.91 -2.05 3.82
H11 -4.46 -0.53 -0.09
H12 2.35 3.78 -3.49
H13 -4.54 0.55 -2.15
H14 -0.89 -2.68 -0.23
C10 -0.07 -0.07 3.53
C11 2.45 -2.26 -2.07
C12 -0.71 0.09 0.94
C13 -3.59 0.72 -1.62
C14 1.48 -1.24 -2.03
H15 2.94 -4.27 -1.47
H16 4.11 2.04 -4.05
H17 1.53 0.63 4.81
C15 -0.41 -0.02 2.11
C16 3.18 1.77 -3.56
H18 0.27 -1.57 5.05
C17 2.21 2.73 -3.26
H19 1.22 1.68 3.41
H20 3.39 -2.06 -2.57
H21 -1.26 1.69 4.01
H22 2.07 0.13 3.20
C18 -1.17 0.64 4.32
H23 0.82 -2.05 3.43
H24 0.25 3.06 -2.40
H25 -2.13 0.15 4.17
N2 0.77 1.05 -2.30
H26 -2.82 -0.44 0.28
C19 2.93 0.45 -3.19
Sn1 -1.17 0.42 -1.09


ORCA calculation (ωB97M-V/def2-TZVPD) on a single C19H26N4O3 molecule.

- Orbital gap: 7.89 eV
- Energy relative to the best compared isomer or geometry (same formula, charge and spin): 0.709 eV
- Spin multiplicity: 1
- E_HOMO: -0.299 Eh
- Max |F|: 0.9 eV/A
- Structure (SMILES): CC[C@@H]1CCCCN1CCCNC(=O)c1c(O)nc2ccccn2c1=O

CARTESIAN COORDINATES (ANGSTROEM)
C1 -5.45 0.96 1.72
C2 -4.81 -0.10 0.81
H1 -5.22 1.53 -2.09
H2 -1.15 -0.18 -2.72
C3 -6.21 2.20 -0.30
H3 -7.02 2.44 1.69
H4 -5.76 0.49 2.66
H5 -3.87 -0.41 1.28
C4 -5.51 -2.32 1.82
C5 -2.05 0.12 -0.78
H6 -5.47 2.98 -0.15
C6 5.86 2.52 0.53
H7 7.72 1.77 1.32
H8 -5.77 -1.84 2.77
N1 4.19 0.89 0.10
H9 -4.48 -2.66 1.88
H10 6.93 -0.60 1.31
H11 -1.14 -1.63 -1.68
H12 -6.34 0.33 -1.40
H13 -5.43 -1.87 -0.27
C7 -5.58 1.10 -1.15
H14 2.15 -3.06 -0.17
H15 -1.90 1.20 -0.77
N2 -4.44 0.55 -0.44
H16 -6.74 -1.07 0.59
C8 5.01 -0.13 0.54
H17 -1.91 -0.25 0.24
C9 -3.48 -0.17 -1.25
C10 -5.69 -1.35 0.66
O1 2.19 1.58 -0.74
C11 2.86 0.63 -0.37
C12 -6.64 1.64 1.05
C13 2.49 -0.74 -0.34
C14 4.62 2.19 0.10
H18 -7.46 0.92 0.90
C15 1.16 -1.19 -0.79
H19 -3.57 0.16 -2.28
H20 -4.70 1.71 1.94
C16 6.73 1.51 0.98
C17 -1.02 -0.54 -1.69
O2 0.84 -2.40 -0.74
N3 0.33 -0.26 -1.26
H21 -7.07 2.63 -0.83
H22 3.89 2.90 -0.26
O3 3.10 -2.97 0.18
C18 3.40 -1.70 0.13
N4 4.63 -1.38 0.55
H23 -6.15 -3.19 1.69
C19 6.31 0.22 0.98
H24 0.64 0.71 -1.24
H25 -3.64 -1.26 -1.24
H26 6.17 3.55 0.52


ORCA calculation (ωB97M-V/def2-TZVPD) on a single C19H26N4O4 molecule at a distorted geometry.

- Orbital gap: 8.91 eV
- Energy relative to the best compared isomer or geometry (same formula, charge and spin): 5.772 eV
- Spin multiplicity: 1
- E_HOMO: -0.296 Eh
- Max |F|: 1.3 eV/A
- Structure (SMILES): CN(CCCCN1CCOCC1)Cc1nc(-c2ccc3c(c2)OCO3)no1

CARTESIAN COORDINATES (ANGSTROEM)
C1 -1.95 -1.71 0.33
C2 2.51 2.92 -2.27
C3 1.62 2.61 -3.27
H1 1.24 1.25 1.05
H2 0.69 -4.58 -0.69
C4 0.79 -0.89 -2.23
C5 0.01 -4.64 1.68
H3 1.34 3.33 -4.02
C6 0.13 -2.71 -1.44
O1 3.79 2.56 -0.45
C7 2.38 0.72 -1.29
H4 -3.77 -1.50 1.50
C8 -0.67 2.66 0.00
O2 0.32 3.09 0.90
N1 -0.33 -3.54 0.79
H5 -1.63 -2.77 2.17
O3 3.15 4.10 -2.04
C9 -0.16 -3.90 -0.60
H6 -3.21 0.68 2.53
H7 -0.24 1.93 -0.71
H8 2.66 -0.02 -0.56
C10 -1.64 -2.99 1.10
H9 -0.82 2.08 3.16
N2 -1.36 0.88 1.49
C11 -0.38 1.35 2.46
H10 0.00 0.50 3.02
H11 -2.57 1.66 -0.02
H12 -3.54 -0.26 0.27
H13 -0.99 3.55 -0.54
H14 -2.34 2.76 1.37
C12 3.90 3.91 -0.85
H15 0.36 1.03 -4.01
C13 2.89 1.99 -1.31
H16 -2.28 -1.96 -0.68
H17 -1.05 -1.10 0.28
C14 1.44 0.40 -2.29
H18 1.03 -4.96 1.48
C15 -2.42 0.07 2.07
H19 -0.05 -4.29 2.71
H20 -2.43 -3.74 0.92
H21 1.51 2.41 2.38
N3 -0.08 -1.34 -3.10
H22 4.95 4.16 -1.04
C16 0.77 2.00 1.69
C17 1.08 1.32 -3.27
C18 -1.85 2.01 0.72
H23 -0.67 -5.50 1.56
H24 -1.05 -4.41 -1.03
C19 -3.03 -0.86 1.02
H25 3.50 4.56 -0.06
H26 -1.96 -0.54 2.86
N4 0.96 -1.75 -1.17
O4 -0.51 -2.53 -2.60


ORCA calculation (ωB97M-V/def2-TZVPD) on a molecular structure, C19H26N4OSSeV at a distorted geometry.

- Orbital gap (spin up / spin down): 6.28 / 5.53 eV
- Energy relative to the best compared isomer or geometry (same formula, charge and spin): 0.205 eV
- Spin multiplicity: 2
- E_HOMO (spin up / spin down): -0.220 / -0.192 Eh
- Max |F|: 2.2 eV/A

CARTESIAN COORDINATES (ANGSTROEM)
H1 -2.78 0.69 0.58
C1 1.35 3.52 3.19
O1 0.21 1.99 1.40
H2 -1.38 -3.56 -1.82
H3 0.70 2.87 3.78
C2 2.98 -0.19 0.95
H4 -3.37 1.85 -0.63
C3 -0.61 -3.44 0.81
H5 2.38 3.19 3.25
C4 0.12 -2.36 0.31
H6 2.00 -2.03 -1.66
Se1 2.28 2.79 -1.73
H7 -3.61 0.75 -2.74
H8 -1.63 -3.61 0.48
C5 -3.12 -0.19 -2.53
H9 -3.36 -3.48 -3.28
H10 -2.05 2.30 0.48
H11 1.65 -4.73 2.99
C6 1.23 -4.07 2.25
N1 -1.47 0.97 -1.05
H12 -2.06 2.35 -2.58
C7 -1.88 -2.62 -2.00
C8 -3.61 -1.36 -3.09
N2 -0.28 -1.38 -0.58
C9 1.42 -2.15 0.83
H13 -1.10 4.54 0.64
N3 2.10 -1.05 0.19
H14 3.99 -0.60 1.07
S1 0.82 3.37 1.45
H15 -0.64 -5.10 2.14
C10 2.00 1.37 -0.60
C11 -2.99 -2.57 -2.83
C12 1.97 -2.99 1.77
H16 -0.25 5.47 1.89
H17 3.56 -2.21 -0.81
H18 2.54 -0.03 1.94
H19 -4.48 -1.32 -3.74
C13 -2.48 1.48 -0.10
H20 3.95 1.51 0.08
H21 2.98 -2.82 2.14
C14 -0.05 -4.27 1.76
C15 -1.16 2.01 -2.05
N4 3.05 1.05 0.19
C16 -0.61 4.48 1.61
H22 -1.29 4.08 2.37
H23 -0.44 1.64 -2.77
V1 0.36 0.34 -0.14
C17 -1.38 -1.45 -1.40
H24 3.13 -0.68 -1.62
C18 2.74 -1.52 -1.05
H25 -0.71 2.87 -1.55
C19 -2.01 -0.23 -1.70
H26 1.27 4.55 3.52


Question: Among the records above, which one has the highest max |F|?
Answer: C19H26N2Sn